CH2N2O | the ωB97M-V functional and the def2-TZVPD basis

Geometry (Å):
C: -0.433 1.004 -0.190
N: 1.169 -1.624 -0.053
N: 1.447 -1.023 -0.921
O: -0.869 0.165 0.663
H: -1.163 1.958 -0.227
H: -0.150 -0.480 0.729

* molar mass: 58.04 g mol⁻¹
* largest force on an atom: 0.058 hartree/bohr
* energy relative to the best compared isomer or geometry (same formula, charge and spin): 236.6 kJ/mol
* multiplicity: 1
* E_tot: -6094.5597 eV

Charges computed using Löwdin, reported in e: number 1, C, carries -0.0755; number 2, N, carries 0.0330; number 3, N, carries 0.0631; number 4, O, carries -0.0588; number 5, H, carries 0.0389; number 6, H, carries -0.0007

CH2N2O2 | the ωB97M-V functional and the def2-TZVPD basis

Geometry (Å):
C: -1.911 -0.005 -0.004
N: -1.241 -0.050 1.142
N: -0.998 1.202 0.180
O: -2.766 -0.370 -0.693
O: 0.133 1.589 -0.129
H: -1.145 -0.530 1.968
H: 0.860 0.655 -1.485

* molar mass: 74.04 g mol⁻¹
* largest force on an atom: 0.079 hartree/bohr
* energy relative to the best compared isomer or geometry (same formula, charge and spin): 840.2 kJ/mol
* multiplicity: 1
* E_tot: -8136.6625 eV

Charges computed using Löwdin, reported in e: number 1, C, carries -0.4921; number 2, N, carries 0.2011; number 3, N, carries -0.0615; number 4, O, carries 0.1833; number 5, O, carries -0.0975; number 6, H, carries 0.0924; number 7, H, carries 0.1744

CH2N2O2S | the ωB97M-V functional and the def2-TZVPD basis

Geometry (Å):
N: 1.469 0.851 -0.262
C: 1.620 -0.333 -0.237
S: 1.675 -1.892 0.049
H: 1.383 1.472 -0.963
O: -2.798 -0.264 -0.556
N: -1.641 -0.214 -0.278
O: -1.316 0.038 1.082
H: -0.391 0.341 1.165

* SMILES: N=C=S.O=NO
* molar mass: 106.11 g mol⁻¹
* largest force on an atom: 0.072 hartree/bohr
* energy relative to the best compared isomer or geometry (same formula, charge and spin): 475.0 kJ/mol
* multiplicity: 1
* E_tot: -18976.4054 eV

Charges computed using Löwdin, reported in e: number 1, N, carries 0.1429; number 2, C, carries -0.8575; number 3, S, carries 0.7060; number 4, H, carries 0.0450; number 5, O, carries 0.0412; number 6, N, carries -0.0916; number 7, O, carries -0.0423; number 8, H, carries 0.0562

CH2N2O2S | the ωB97M-V functional and the def2-TZVPD basis

Geometry (Å):
C: 3.171 -0.115 -0.143
N: 2.790 -1.254 0.029
N: 1.832 -2.133 0.187
O: -0.211 0.872 0.184
O: 2.194 -3.277 0.299
S: 3.790 1.306 -0.134
H: -0.313 0.131 -0.392
H: -0.123 1.618 -0.411

* ⟨S²⟩: 2.0256
* molar mass: 106.11 g mol⁻¹
* largest force on an atom: 0.051 hartree/bohr
* energy relative to the best compared isomer or geometry (same formula, charge and spin): 139.3 kJ/mol
* multiplicity: 3
* E_tot: -18974.5683 eV

Charges computed using Löwdin, reported in e: number 1, C, carries -0.7568; number 2, N, carries 0.0175; number 3, N, carries -0.0694; number 4, O, carries -0.0498; number 5, O, carries 0.0697; number 6, S, carries 0.7427; number 7, H, carries 0.0113; number 8, H, carries 0.0348

CH2N2O3 | the ωB97M-V functional and the def2-TZVPD basis

Geometry (Å):
C: -2.196 -0.030 -0.012
N: -0.030 -1.071 -0.065
N: -0.122 1.111 -0.049
O: -3.375 -0.046 -0.017
O: -1.412 -1.103 0.119
O: -1.483 1.117 -0.070
H: 0.083 -0.907 -0.996
H: 0.406 1.422 0.796

* molar mass: 90.04 g mol⁻¹
* largest force on an atom: 0.091 hartree/bohr
* energy relative to the best compared isomer or geometry (same formula, charge and spin): 426.1 kJ/mol
* multiplicity: 1
* E_tot: -10185.6801 eV

Charges computed using Löwdin, reported in e: number 1, C, carries -0.5903; number 2, N, carries 0.1889; number 3, N, carries 0.1099; number 4, O, carries 0.1917; number 5, O, carries -0.0100; number 6, O, carries -0.0092; number 7, H, carries 0.0219; number 8, H, carries 0.0971

CH2N2O3 | the ωB97M-V functional and the def2-TZVPD basis

Geometry (Å):
C: -1.414 2.126 0.646
N: -2.137 1.325 -0.034
N: -2.396 -0.035 0.174
O: -3.313 -0.502 -0.367
O: -1.611 -0.549 0.948
O: -0.788 2.943 1.202
H: 5.572 -2.695 -0.925
H: 6.087 -2.613 -1.643

* molar mass: 90.04 g mol⁻¹
* largest force on an atom: 0.079 hartree/bohr
* energy relative to the best compared isomer or geometry (same formula, charge and spin): 342.6 kJ/mol
* multiplicity: 1
* E_tot: -10186.5448 eV

Charges computed using Löwdin, reported in e: number 1, C, carries -0.1767; number 2, N, carries 0.1785; number 3, N, carries -0.4589; number 4, O, carries 0.1523; number 5, O, carries 0.0792; number 6, O, carries 0.2255; number 7, H, carries 0.0001; number 8, H, carries -0.0001

CH2N2O4P | the ωB97M-V functional and the def2-TZVPD basis

Geometry (Å):
C: -0.089 -0.159 -0.551
N: 0.002 1.032 -0.031
N: -0.329 -1.239 0.110
O: -3.736 0.183 0.305
O: -1.671 0.077 -1.401
O: -1.184 1.039 0.783
O: -1.552 -1.594 0.408
P: -2.382 0.169 -0.046
H: 0.464 1.889 -0.271
H: 0.400 -1.695 0.484

* molar mass: 137.01 g mol⁻¹
* largest force on an atom: 0.094 hartree/bohr
* energy relative to the best compared isomer or geometry (same formula, charge and spin): 330.4 kJ/mol
* multiplicity: 1
* total charge: +1
* E_tot: -21514.0634 eV

Charges computed using Löwdin, reported in e: number 1, C, carries -0.0383; number 2, N, carries 0.1150; number 3, N, carries 0.1014; number 4, O, carries -0.0851; number 5, O, carries -0.1096; number 6, O, carries -0.0644; number 7, O, carries 0.0670; number 8, P, carries 0.6524; number 9, H, carries 0.1937; number 10, H, carries 0.1680

CH2N2O4S3 | the ωB97M-V functional and the def2-TZVPD basis

Geometry (Å):
C: 1.027 0.246 -0.377
N: -0.396 0.538 0.137
N: 1.844 0.922 0.345
O: -2.053 -2.164 -1.433
O: -0.661 -0.446 1.339
O: -1.252 0.150 -0.810
O: -0.461 1.717 0.502
S: 1.178 -0.915 -1.440
S: -1.171 -1.667 -0.488
S: -2.020 -1.178 1.397
H: 1.196 1.685 0.778
H: 2.770 1.113 0.049

* molar mass: 202.24 g mol⁻¹
* largest force on an atom: 0.092 hartree/bohr
* energy relative to the best compared isomer or geometry (same formula, charge and spin): 103.6 kJ/mol
* multiplicity: 1
* E_tot: -44737.3381 eV

Charges computed using Löwdin, reported in e: number 1, C, carries -0.8386; number 2, N, carries -0.5387; number 3, N, carries 0.1547; number 4, O, carries -0.4166; number 5, O, carries -0.6501; number 6, O, carries -0.2422; number 7, O, carries -0.0143; number 8, S, carries 0.8183; number 9, S, carries 0.6818; number 10, S, carries 0.7734; number 11, H, carries 0.1530; number 12, H, carries 0.1191

CH2N2OS | the ωB97M-V functional and the def2-TZVPD basis

Geometry (Å):
N: 1.301 2.194 -4.215
N: 1.927 2.247 -3.308
O: 2.764 2.151 -2.520
C: 0.027 -1.494 -1.722
S: 0.253 0.089 -1.789
H: -0.534 -2.087 -1.020
H: 0.198 -2.121 -2.658

* SMILES: N#[N+][O-].C=S
* molar mass: 90.11 g mol⁻¹
* largest force on an atom: 0.060 hartree/bohr
* energy relative to the best compared isomer or geometry (same formula, charge and spin): 125.2 kJ/mol
* multiplicity: 1
* E_tot: -16929.0180 eV

Charges computed using Löwdin, reported in e: number 1, N, carries 0.2246; number 2, N, carries -0.3710; number 3, O, carries 0.0688; number 4, C, carries -0.5837; number 5, S, carries 0.6442; number 6, H, carries -0.0068; number 7, H, carries 0.0238

CH2N2OS2 | the ωB97M-V functional and the def2-TZVPD basis

Geometry (Å):
C: -0.464 -0.551 -0.211
N: 1.851 1.383 0.502
N: 1.842 0.302 0.248
O: 2.030 2.520 0.577
S: -1.182 -1.950 0.516
S: -1.283 0.416 -1.380
H: -0.173 -2.237 1.186
H: -2.621 0.118 -1.437

* molar mass: 122.17 g mol⁻¹
* largest force on an atom: 0.078 hartree/bohr
* energy relative to the best compared isomer or geometry (same formula, charge and spin): 351.9 kJ/mol
* multiplicity: 1
* E_tot: -27762.6420 eV

Charges computed using Löwdin, reported in e: number 1, C, carries -0.9789; number 2, N, carries -0.3102; number 3, N, carries 0.1897; number 4, O, carries 0.0856; number 5, S, carries 0.7122; number 6, S, carries 0.6488; number 7, H, carries -0.2079; number 8, H, carries -0.1393

- Which of these has the highest energy relative to the best compared isomer or geometry (same formula, charge and spin)?
  CH2N2O2